Record 1
The following is a quantum chemistry calculation of an isolated molecule of HN3O5 in a non-equilibrium geometry, from OMol25.

Each line ends with the Mulliken charge.
CARTESIAN COORDINATES (ANGSTROEM)
1 N 0.7966 0.5023 -0.9135  -0.219
2 N -0.0799 -0.3173 -0.5689  1.068
3 N -1.0947 0.6459 1.2798  1.190
4 O -1.2072 0.2675 -0.0981  -0.305
5 O -2.1346 0.8474 1.7502  -0.544
6 O 0.0419 -1.5173 -0.5555  -0.763
7 O -0.0350 0.5950 1.7207  -0.482
8 O 1.9159 -0.0658 -1.3371  -0.270
9 H 1.7970 -0.9577 -1.2775  0.326

Output
SMILES = O=[N+]([O-])O/[N+]([O-])=N/O
total charge = 0
HOMO level = -10.53 eV
gap between HOMO and LUMO = 10.37 eV
ΔE to the lowest compared entry with this formula, charge and spin = 12.1 kcal per mole

Record 2
The following is a quantum chemistry calculation of an isolated molecule of C19H24BrClN2O3 in a non-equilibrium geometry, from OMol25.

Each line ends with the Mulliken charge.
CARTESIAN COORDINATES (ANGSTROEM)
1 Cl 3.3798 -1.5294 -4.6454  -0.212
2 Br -4.7844 2.5121 -2.6217  -0.218
3 O -5.6603 2.6202 2.5996  -0.490
4 O -3.0696 1.6162 3.1962  -0.477
5 O 2.3145 -2.6567 -2.0389  -0.501
6 C 1.4019 0.3285 -4.0254  -0.722
7 C -5.1121 2.5563 0.2834  -0.049
8 C 0.3738 0.8459 -3.2368  -0.387
9 C 0.5504 -1.0544 -1.7818  -0.553
10 C -2.6052 1.5221 0.8534  -0.731
11 C 2.0271 -0.8948 -3.6791  0.192
12 C -4.2707 2.2852 -0.7817  -0.837
13 C 1.5876 -1.6066 -2.5493  -0.108
14 C -4.7521 2.3290 1.6132  0.249
15 C -3.4651 1.8007 1.8840  0.965
16 C -0.0308 0.1715 -2.0934  0.859
17 C -2.9928 1.7682 -0.4888  0.701
18 N -1.0149 0.5996 -1.2325  -0.057
19 N 4.9802 -2.9560 0.6115  0.059
20 C -6.1207 1.4610 3.3353  -0.713
21 C -1.7850 2.1319 3.6387  -0.763
22 C 6.2148 -2.3755 0.0139  -0.886
23 C 4.5826 -2.2784 1.8624  -0.928
24 C -2.0391 1.5610 -1.6057  -0.826
25 C 3.3128 -2.2105 -1.1129  0.050
26 C 3.8640 -3.3840 -0.2874  -1.058
27 H 1.7940 0.8724 -4.8726  0.413
28 H -6.1181 2.9413 0.1068  0.428
29 H -0.0511 1.7969 -3.5605  0.317
30 H 0.2570 -1.6121 -0.8912  0.379
31 H -1.6083 1.1199 1.0856  0.171
32 H -1.2151 0.0237 -0.4330  0.144
33 H -7.2080 1.4114 3.4502  0.301
34 H -5.6767 1.4327 4.3469  0.230
35 H -5.8668 0.5694 2.7737  0.332
36 H -1.0176 1.5649 3.1234  0.304
37 H -1.7049 3.2026 3.4369  0.323
38 H -1.7203 2.0257 4.7335  0.234
39 H 6.6249 -3.0690 -0.7228  0.277
40 H 7.0152 -2.2049 0.7687  0.303
41 H 6.0347 -1.4164 -0.4921  0.329
42 H 4.1994 -1.2990 1.6400  0.371
43 H 3.7945 -2.8770 2.3268  0.276
44 H 5.3889 -2.1703 2.5995  0.313
45 H -2.5396 1.1522 -2.4919  0.579
46 H -1.5997 2.5482 -1.8629  0.327
47 H 4.1352 -1.7583 -1.7009  0.187
48 H 2.8661 -1.4763 -0.4345  0.319
49 H 3.0905 -3.7979 0.3261  0.321
50 H 4.2391 -4.1429 -0.9667  0.261

Output
SMILES = COc1cc(Br)c(CNc2ccc(Cl)c(OCCN(C)C)c2)cc1OC
total charge = 0
HOMO level = -7.90 eV
gap between HOMO and LUMO = 8.33 eV

Record 3
The following is a quantum chemistry calculation of a structure of composition C40H48BrFN7O6SV in a non-equilibrium geometry, from OMol25.

Each line ends with the Mulliken charge.
CARTESIAN COORDINATES (ANGSTROEM)
1 V -0.5484 0.3863 -0.4835  0.083
2 C -2.6059 1.9287 -2.1617  -0.889
3 C -2.6534 2.5066 -0.7464  -0.512
4 N -1.3313 2.3754 -0.1057  0.121
5 C -0.4469 3.5257 -0.3109  -0.945
6 C 0.2415 3.4597 -1.6680  -0.870
7 S 0.8482 1.7445 -1.9749  0.530
8 C 0.0454 1.3005 -3.5517  -1.230
9 C -1.1235 0.3406 -3.3412  -0.433
10 N -1.8813 0.6462 -2.1179  -0.034
11 H -3.6259 1.8016 -2.5381  0.520
12 H -2.0967 2.6096 -2.8433  0.284
13 H -2.9904 3.5498 -0.7762  0.602
14 H -3.3794 1.9377 -0.1599  0.091
15 H -1.5061 2.3125 0.8984  0.386
16 H -1.0038 4.4690 -0.2317  0.640
17 H 0.3012 3.5142 0.4875  0.314
18 H -0.4165 3.7587 -2.4786  0.503
19 H 1.1119 4.1165 -1.6833  0.627
20 H -0.2323 2.2232 -4.0599  0.536
21 H 0.8136 0.8088 -4.1504  0.594
22 H -1.7720 0.3595 -4.2262  0.588
23 H -0.7304 -0.6735 -3.2313  0.146
24 H -2.5720 -0.0975 -2.0044  0.416
25 C 0.0260 -2.3215 2.4692  -1.212
26 O 0.4045 -1.0564 1.9456  0.019
27 C 1.4298 -0.4231 2.5793  0.202
28 C 1.9382 -0.7936 3.8136  -0.467
29 C 3.0307 -0.1070 4.3338  -0.587
30 Br 3.7417 -0.6355 6.0132  -0.125
31 C 3.6093 0.9371 3.6395  -1.013
32 C 3.0931 1.3413 2.4025  0.826
33 C 1.9877 0.6590 1.8755  -0.265
34 O 1.4491 0.9595 0.6267  0.617
35 C 3.8264 2.4071 1.7351  0.338
36 N 5.1023 2.6086 1.9880  -0.715
37 C 5.4951 3.6646 1.2404  0.316
38 C 6.7456 4.2924 1.1464  -0.854
39 C 6.8400 5.4077 0.3434  -0.551
40 C 5.7325 5.8995 -0.3551  -0.639
41 C 4.4835 5.2899 -0.2814  -1.026
42 C 4.3820 4.1558 0.5015  1.110
43 N 3.3413 3.3105 0.8321  0.170
44 H 0.9032 -2.9547 2.6140  0.556
45 H -0.6165 -2.7795 1.7216  0.305
46 H -0.5216 -2.2207 3.4079  0.322
47 H 1.5098 -1.6012 4.3840  0.624
48 H 4.4702 1.4522 4.0311  0.687
49 H 1.7738 0.2654 -0.0181  0.002
50 H 7.5924 3.9019 1.6865  0.497
51 H 7.7828 5.9202 0.2476  0.426
52 H 5.8446 6.7881 -0.9576  0.420
53 H 3.6344 5.7187 -0.7941  0.400
54 H 2.3800 3.4097 0.5530  -0.154
55 C -5.4312 -4.8427 2.3081  -1.367
56 C -5.7142 -4.0579 1.0283  -0.360
57 C -7.1462 -3.5360 0.9583  -1.036
58 C -7.4225 -2.5973 2.1258  -1.172
59 C -6.3455 -1.5631 2.2387  0.750
60 C -6.5801 -0.3953 2.9404  -0.625
61 C -5.5936 0.5824 3.0456  -0.341
62 F -5.8337 1.6881 3.7357  -0.316
63 C -4.3787 0.4445 2.4152  -0.648
64 C -4.1264 -0.7091 1.6682  1.043
65 C -2.8945 -0.8043 0.9018  1.978
66 O -2.0999 0.1807 0.8677  -1.181
67 C -2.7036 -2.0253 0.2010  -0.816
68 C -3.6496 -3.0418 0.2894  -0.286
69 N -4.7868 -2.9167 0.9435  0.044
70 C -5.0905 -1.7458 1.6160  -0.511
71 C -1.4812 -2.2679 -0.6012  0.013
72 O -1.2434 -3.3125 -1.1553  -0.552
73 O -0.7058 -1.2046 -0.6752  0.861
74 H -6.1684 -5.6347 2.4089  0.400
75 H -5.4851 -4.2051 3.1864  0.405
76 H -4.4453 -5.2990 2.2719  0.393
77 H -5.5243 -4.7049 0.1675  0.551
78 H -7.8357 -4.3787 0.9713  0.438
79 H -7.2968 -3.0061 0.0155  0.349
80 H -7.4929 -3.1592 3.0613  0.378
81 H -8.3837 -2.0995 1.9946  0.533
82 H -7.5379 -0.2235 3.4084  0.592
83 H -3.6267 1.2115 2.4988  0.744
84 H -3.4500 -3.9798 -0.2139  0.744
85 C 4.3663 0.4555 -1.1766  -0.717
86 N 4.1251 -0.6935 -2.0241  0.168
87 C 5.2342 -1.2397 -2.7897  -0.580
88 C 5.0017 -2.7207 -3.0353  -0.790
89 C 3.6576 -2.8741 -3.7230  -0.617
90 N 2.6236 -2.2089 -2.9471  0.274
91 C 1.2921 -2.7403 -3.1015  -0.473
92 C 2.8653 -1.1774 -2.1107  -0.109
93 O 1.9438 -0.6411 -1.4343  -0.579
94 H 5.4227 0.7069 -1.2105  0.425
95 H 4.0983 0.2305 -0.1417  0.162
96 H 3.7863 1.3184 -1.5152  0.153
97 H 6.1560 -1.0861 -2.2257  0.441
98 H 5.3237 -0.7062 -3.7454  0.261
99 H 4.9969 -3.2567 -2.0845  0.314
100 H 5.7923 -3.1300 -3.6594  0.396
101 H 3.3875 -3.9287 -3.8151  0.370
102 H 3.6894 -2.4505 -4.7353  0.305
103 H 1.2780 -3.8042 -2.8595  0.496
104 H 0.9554 -2.6216 -4.1351  0.355
105 H 0.6204 -2.2281 -2.4193  -0.557

Output
spin multiplicity = 2
expectation value of S² = 0.768
total charge = +3
HOMO level (spin up / spin down) = -13.83 / -13.83 eV
gap between HOMO and LUMO (spin up / spin down) = 3.24 / 3.95 eV
ΔE to the lowest compared entry with this formula, charge and spin = 41.2 kcal per mole

Record 4
The following is a quantum chemistry calculation of a cluster of 2 separate species, C2H8OS2 in total, from OMol25.

Each line ends with the Mulliken charge.
CARTESIAN COORDINATES (ANGSTROEM)
1 C -0.9654 0.0015 1.9173  -1.260
2 C -0.3583 -0.4678 0.5970  -0.206
3 S 1.4134 -0.0416 0.6541  -0.080
4 S 2.0797 -0.6891 -1.2110  -0.272
5 H -0.5781 -0.5851 2.7393  0.326
6 H -0.6624 1.0487 2.0751  0.334
7 H -2.0428 -0.0599 1.9246  0.347
8 H -0.4501 -1.5315 0.4117  0.364
9 H -0.8201 0.0535 -0.2356  0.268
10 H 2.2565 -1.9582 -0.8106  0.166
11 H 0.1579 1.5923 -3.4458  0.309
12 H 0.2290 1.0076 -2.0356  0.309
13 O -0.2592 1.6296 -2.5805  -0.605

Output
SMILES = CCSS.O
total charge = 0
HOMO level = -9.31 eV
gap between HOMO and LUMO = 9.71 eV
ΔE to the lowest compared entry with this formula, charge and spin = 3.6 kcal per mole

no.,energy (eV)
1,-14714.27110
2,-111777.54357
3,-174237.24577
4,-25921.77757